1.
This record from the Open Molecules 2025 dataset describes ClZn2 as an isolated structure at a distorted geometry. The level of theory is wB97M-V/def2-TZVPD.

Structure (ORCA input):
```
! wB97M-V def2-TZVPD RIJCOSX def2/J DEFGRID3
* xyz 4 2
Zn 0.9641 -1.1849 -0.8830
Zn -1.6809 0.5159 0.1639
Cl 0.7168 0.6690 0.7191
*
```

E_LUMO (alpha / beta) = -25.83 / -29.64 eV
Total energy = -109287.385 eV
Energy above the lowest of the compared OMol25 structures with the same formula, charge and spin = 4.829 eV
<S²> = 0.752
M = 166.2 Da
HOMO (alpha / beta) = -36.5 / -36.0 eV



2.
This record from the Open Molecules 2025 dataset describes CrFHO2P as an isolated structure at a distorted geometry. The level of theory is wB97M-V/def2-TZVPD.

Structure (ORCA input):
```
! wB97M-V def2-TZVPD RIJCOSX def2/J DEFGRID3
* xyz 2 4
P -1.3895 0.9049 -0.8194
O -0.4710 1.9808 -0.0919
O -0.8737 -0.4244 -0.2698
F 1.9238 -2.5608 0.5523
Cr 0.6076 -1.5027 0.0918
H 0.2028 1.6022 0.5371
*
```

E_LUMO (alpha / beta) = -15.53 / -13.76 eV
Total energy = -44517.302 eV
Energy above the lowest of the compared OMol25 structures with the same formula, charge and spin = 0.000 eV
<S²> = 3.831
M = 135.0 Da
HOMO (alpha / beta) = -22.7 / -22.9 eV



3.
This record from the Open Molecules 2025 dataset describes CrH12O6 as an isolated structure at a distorted geometry. The level of theory is wB97M-V/def2-TZVPD.

Structure (ORCA input):
```
! wB97M-V def2-TZVPD RIJCOSX def2/J DEFGRID3
* xyz 3 4
Cr -0.0666 0.0051 0.1140
O 0.9710 -0.5744 -1.4496
H 0.9861 -1.4462 -1.9130
H 1.6298 -0.0700 -1.9871
O 1.5384 -0.3903 1.1268
H 1.7646 -0.2930 2.0431
H 2.3510 -0.6417 0.7595
O -0.7293 -1.8316 0.3854
H -1.3591 -2.3948 -0.0438
H -0.2999 -2.4901 0.9220
O 0.6094 1.7522 -0.2799
H 0.4977 2.3263 -1.0645
H 1.4808 2.1418 -0.0501
O -1.2115 0.7223 1.5690
H -0.6709 1.2867 2.1514
H -2.1077 0.8398 1.8186
O -1.6329 0.2352 -1.0368
H -2.1327 1.0323 -1.1463
H -1.6181 -0.2094 -1.9187
*
```

E_LUMO (alpha / beta) = -14.00 / -13.80 eV
Total energy = -40871.500 eV
Energy above the lowest of the compared OMol25 structures with the same formula, charge and spin = 0.174 eV
<S²> = 3.760
M = 160.1 Da
HOMO (alpha / beta) = -25.4 / -26.2 eV



4.
This record from the Open Molecules 2025 dataset describes CrH44O22 as an isolated structure at a distorted geometry. The level of theory is wB97M-V/def2-TZVPD.

Structure (ORCA input):
```
! wB97M-V def2-TZVPD RIJCOSX def2/J DEFGRID3
* xyz 2 5
Cr 10.4230 9.4730 11.0398
O 8.4345 12.3226 9.2877
H 8.1081 11.4595 8.9305
H 9.0646 12.7195 8.6790
O 5.9522 4.1589 13.5794
H 5.2930 4.0291 12.8952
H 5.6150 3.6638 14.2695
O 7.4097 6.3017 13.8026
H 6.6469 5.6979 13.7682
H 7.4780 6.5826 14.7310
O 7.2491 10.1341 8.1153
H 7.5492 9.4384 7.4929
H 6.3071 10.2834 7.8998
O 12.6049 6.1204 9.4165
H 12.9679 6.9744 9.2985
H 13.3714 5.5462 9.3268
O 9.2090 14.2548 14.9298
H 8.4265 14.7764 14.6790
H 9.4751 14.6735 15.7432
O 6.6204 10.9405 12.4411
H 6.4350 11.8033 12.0264
H 5.7711 10.5371 12.7156
O 9.4398 6.2052 8.6687
H 10.1751 5.6202 8.5229
H 8.9809 5.7535 9.3525
O 13.7249 9.7880 8.2202
H 14.5167 10.2067 7.9231
H 13.0211 10.1816 7.6188
O 8.7270 5.9495 11.6460
H 8.2855 6.7904 11.8482
H 8.4643 5.4445 12.4325
O 10.0689 11.4071 11.0450
H 9.4939 11.7200 10.2903
H 9.8036 11.8443 11.8735
O 10.7535 7.4524 11.3850
H 10.0649 6.8124 11.7106
H 11.3024 7.0190 10.7269
O 6.1616 13.2270 10.9900
H 6.7034 13.0159 10.1620
H 5.2279 13.3446 10.8743
O 10.4743 9.6195 13.0720
H 11.2330 9.1585 13.4920
H 10.1411 10.3851 13.6065
O 10.7748 14.2210 9.2624
H 11.2998 14.0726 10.0734
H 10.9739 15.1029 8.9050
O 12.7329 8.0447 13.4086
H 12.2989 7.4859 12.7673
H 12.8811 7.3820 14.0970
O 10.2118 9.1518 8.9979
H 9.4752 8.5764 8.7111
H 10.7331 9.2683 8.1979
O 8.2101 7.7083 6.6904
H 7.6905 7.2959 6.0220
H 8.8196 7.0374 6.9852
O 9.1495 11.7446 13.7000
H 8.1717 11.5771 13.6356
H 9.2288 12.4085 14.4265
O 12.8581 9.0416 10.6336
H 13.2658 9.4008 9.8454
H 13.2479 9.5399 11.4206
O 11.5345 9.2840 6.6317
H 11.2171 9.6296 5.7858
H 12.2039 8.6161 6.3903
O 7.9116 8.9241 11.1146
H 7.6458 9.3957 11.9056
H 7.2543 9.1060 10.4117
*
```

E_LUMO (alpha / beta) = -4.51 / -4.53 eV
Total energy = -74174.042 eV
<S²> = 6.005
M = 448.3 Da
HOMO (alpha / beta) = -13.2 / -15.9 eV



5.
This record from the Open Molecules 2025 dataset describes CsH2O as an isolated structure. The level of theory is wB97M-V/def2-TZVPD.

Structure (ORCA input):
```
! wB97M-V def2-TZVPD RIJCOSX def2/J DEFGRID3
* xyz 1 1
Cs -1.0266 1.8994 -1.5847
O -0.0474 -0.6412 0.5551
H 0.5785 -1.2622 0.9276
H 0.4954 0.0040 0.1020
*
```

E_LUMO = -4.14 eV
Total energy = -2622.215 eV
Energy above the lowest of the compared OMol25 structures with the same formula, charge and spin = 0.469 eV
M = 150.9 Da
HOMO = -15.8 eV



6.
This record from the Open Molecules 2025 dataset describes CsH2O as an isolated structure. The level of theory is wB97M-V/def2-TZVPD.

Structure (ORCA input):
```
! wB97M-V def2-TZVPD RIJCOSX def2/J DEFGRID3
* xyz 1 1
Cs 2.3358 1.1783 0.2086
O -0.8475 -0.4168 0.3025
H -0.6166 0.3800 -0.1624
H -0.8716 -1.1415 -0.3487
*
```

E_LUMO = -4.20 eV
Total energy = -2622.174 eV
Energy above the lowest of the compared OMol25 structures with the same formula, charge and spin = 0.510 eV
M = 150.9 Da
HOMO = -15.8 eV



7.
This record from the Open Molecules 2025 dataset describes CsH2O as an isolated structure at a distorted geometry. The level of theory is wB97M-V/def2-TZVPD.

Structure (ORCA input):
```
! wB97M-V def2-TZVPD RIJCOSX def2/J DEFGRID3
* xyz 1 1
Cs 1.7454 -0.3122 1.7131
O -0.3477 -0.1127 -0.3667
H -0.1076 0.6102 -0.9208
H -1.2900 -0.1853 -0.4256
*
```

E_LUMO = -3.85 eV
Total energy = -2622.684 eV
Energy above the lowest of the compared OMol25 structures with the same formula, charge and spin = 0.000 eV
M = 150.9 Da
HOMO = -16.4 eV



8.
This record from the Open Molecules 2025 dataset describes CsH30O19P as an isolated structure at a distorted geometry. The level of theory is wB97M-V/def2-TZVPD.

Structure (ORCA input):
```
! wB97M-V def2-TZVPD RIJCOSX def2/J DEFGRID3
* xyz -2 1
Cs -0.6291 5.3548 -3.5029
P -0.5169 0.7065 -0.2849
O -1.6071 -0.3320 0.1760
O -0.2679 0.4887 -1.7931
O 0.8268 0.4467 0.4463
O -1.1166 2.1355 0.0188
O 4.3347 -2.9276 2.9893
H 4.6437 -3.5598 2.3404
H 3.6055 -2.4801 2.5601
O -0.4658 0.6623 4.3092
H -1.0876 1.3292 4.0176
H -0.1089 0.2966 3.4998
O 3.0108 -2.5519 -1.2455
H 3.6139 -2.2681 -1.9324
H 2.6556 -1.7386 -0.8868
O -2.8013 4.2091 3.4736
H -2.3212 4.0096 2.6699
H -3.4488 3.5080 3.5468
O 0.1416 -2.8607 -4.4802
H 0.8756 -3.3609 -4.1233
H -0.0073 -2.1640 -3.8409
O 1.6437 4.3402 1.5162
H 2.2596 3.6234 1.6685
H 0.8188 3.9059 1.2993
O -4.1050 -1.9375 -2.6439
H -3.4671 -1.9423 -3.3575
H -3.6046 -1.6601 -1.8765
O -4.5640 2.0776 -1.7266
H -3.8041 2.1537 -1.1495
H -4.3059 1.4261 -2.3786
O -1.3899 -3.6375 3.7618
H -1.5560 -4.1291 2.9575
H -1.1418 -2.7631 3.4617
O 3.4611 0.5612 -3.7193
H 2.5633 0.5828 -3.3880
H 3.3694 0.3443 -4.6471
O 4.8592 2.1477 -0.1295
H 3.9554 1.8662 0.0121
H 5.0309 1.9494 -1.0501
O -2.6630 0.5497 -5.3727
H -2.2351 0.8218 -6.1845
H -1.9462 0.4446 -4.7471
O 4.0441 1.2937 3.9393
H 4.8503 0.9478 3.5565
H 3.3669 1.0951 3.2925
O -0.3652 -4.2825 -0.1384
H 0.4682 -4.0458 -0.5456
H -0.8506 -3.4590 -0.0891
O -4.9615 -0.1286 3.2560
H -4.3297 -0.2654 2.5500
H -4.7308 -0.7836 3.9147
*
```

E_LUMO = 2.01 eV
Total energy = -49227.197 eV
Energy above the lowest of the compared OMol25 structures with the same formula, charge and spin = 9.841 eV
M = 498.1 Da
HOMO = 0.2 eV



9.
This record from the Open Molecules 2025 dataset describes CsH4O2 as an isolated structure at a distorted geometry. The level of theory is wB97M-V/def2-TZVPD.

Structure (ORCA input):
```
! wB97M-V def2-TZVPD RIJCOSX def2/J DEFGRID3
* xyz 1 1
Cs -0.1963 -0.0899 0.0751
O 1.2687 2.1341 1.6581
H 0.8667 2.2821 0.8441
H 2.1557 2.4481 1.5391
O -1.3903 -2.0269 -1.6909
H -0.6833 -2.6479 -1.4339
H -2.0213 -2.0999 -0.9919
*
```

E_LUMO = -4.07 eV
Total energy = -4702.089 eV
Energy above the lowest of the compared OMol25 structures with the same formula, charge and spin = 1.030 eV
M = 168.9 Da
HOMO = -16.1 eV



10.
This record from the Open Molecules 2025 dataset describes CsO8S2 as an isolated structure at a distorted geometry. The level of theory is wB97M-V/def2-TZVPD.

Structure (ORCA input):
```
! wB97M-V def2-TZVPD RIJCOSX def2/J DEFGRID3
* xyz -3 1
Cs -1.5220 -2.0465 -1.3799
S 1.1657 0.8336 -2.2680
O 0.7615 0.9572 -3.7189
O 0.8123 -0.5591 -1.7942
O 2.6135 1.0670 -2.0599
O 0.3474 1.8194 -1.5265
S -0.8251 -0.3989 2.5427
O -1.0167 -1.4608 1.4829
O -2.1503 -0.2616 3.2471
O 0.2244 -0.8253 3.5282
O -0.4106 0.8749 1.9465
*
```

E_LUMO = 4.97 eV
Total energy = -38594.640 eV
Energy above the lowest of the compared OMol25 structures with the same formula, charge and spin = 2.852 eV
M = 325.0 Da
HOMO = 2.8 eV



11.
This record from the Open Molecules 2025 dataset describes CuF2 as an isolated structure at a distorted geometry. The level of theory is wB97M-V/def2-TZVPD.

Structure (ORCA input):
```
! wB97M-V def2-TZVPD RIJCOSX def2/J DEFGRID3
* xyz 0 2
Cu 2.4472 -0.7986 2.6915
F 1.1768 -0.5843 1.6443
F 1.8161 -0.2005 4.6126
*
```

E_LUMO (alpha / beta) = -2.02 / -3.52 eV
Total energy = -50072.037 eV
<S²> = 0.758
M = 101.5 Da
HOMO (alpha / beta) = -12.1 / -11.8 eV



12.
This record from the Open Molecules 2025 dataset describes EuHO2P as an isolated structure at a distorted geometry. The level of theory is wB97M-V/def2-TZVPD.

Structure (ORCA input):
```
! wB97M-V def2-TZVPD RIJCOSX def2/J DEFGRID3
* xyz 1 9
P -1.0108 0.7209 -0.0837
O -0.1058 1.9760 0.0899
Eu 2.0285 0.8643 -0.0272
O 0.0042 -0.4690 -0.0233
H -0.9162 -3.0922 0.0442
*
```

E_LUMO (alpha / beta) = -5.52 / -5.36 eV
Total energy = -32721.259 eV
<S²> = 20.010
M = 215.9 Da
HOMO (alpha / beta) = -13.2 / -14.4 eV



13.
This record from the Open Molecules 2025 dataset describes F10N5Na2O20S10 as an isolated structure at a distorted geometry. The level of theory is wB97M-V/def2-TZVPD.

Structure (ORCA input):
```
! wB97M-V def2-TZVPD RIJCOSX def2/J DEFGRID3
* xyz -3 1
Na -9.1036 8.8570 -17.2663
Na -11.3557 7.8118 -15.7444
N -11.1043 8.5981 -18.1589
S -11.3960 7.3975 -19.3283
O -11.6198 7.6917 -20.7499
O -12.1260 6.2872 -18.8180
F -9.8295 7.0627 -19.4177
S -12.2892 9.4246 -18.4646
O -13.5626 8.7828 -18.3935
O -12.1160 10.5046 -19.4597
F -12.2432 10.3148 -17.1466
N -7.1066 11.1071 -20.2923
S -8.1563 10.1069 -21.2428
O -9.5487 10.5796 -21.3101
O -7.9064 8.6750 -21.4412
F -7.6585 10.7181 -22.6567
S -6.3059 10.0710 -19.6655
O -5.1001 9.4579 -20.3101
O -7.0488 9.2208 -18.7523
F -5.6389 11.2205 -18.6645
N -7.6331 4.7000 -15.3837
S -7.4166 5.2215 -16.9751
O -8.0760 6.4695 -17.3813
O -7.1244 4.1644 -17.9126
F -5.8605 5.6960 -16.6766
S -9.1707 4.5405 -15.6225
O -9.5137 3.3708 -16.4081
O -9.9836 5.7686 -15.5997
F -9.4607 3.9956 -14.1572
N -9.4423 9.0872 -15.0586
S -10.2650 9.8699 -13.8443
O -10.0295 11.3326 -13.7269
O -10.5594 9.1606 -12.6047
F -11.6878 9.9131 -14.5556
S -8.1636 9.0102 -14.2888
O -7.9039 7.8449 -13.4024
O -7.4590 10.2999 -14.0967
F -7.3533 8.5747 -15.6207
N -8.4744 13.7602 -17.8538
S -9.3601 12.6431 -17.2333
O -10.3921 12.9420 -16.2359
O -8.7081 11.3183 -17.1974
F -10.3193 12.5238 -18.5048
S -7.5901 13.9785 -16.4245
O -6.6028 12.9660 -16.0476
O -8.4320 14.6389 -15.3906
F -6.6423 15.1943 -16.9794
*
```

E_LUMO = 4.44 eV
Total energy = -192757.305 eV
Energy above the lowest of the compared OMol25 structures with the same formula, charge and spin = 6.030 eV
M = 946.6 Da
HOMO = -2.6 eV



14.
This record from the Open Molecules 2025 dataset describes F10N5Na4O20S10 as an isolated structure at a distorted geometry. The level of theory is wB97M-V/def2-TZVPD.

Structure (ORCA input):
```
! wB97M-V def2-TZVPD RIJCOSX def2/J DEFGRID3
* xyz -1 1
Na 0.9933 3.4895 1.3196
Na -0.3241 -2.3074 -0.2680
Na 3.7054 2.5229 1.3072
Na -0.4362 0.4593 -0.1309
N 0.2735 -3.4939 -5.5265
S 0.7803 -2.9051 -4.1992
O 1.6210 -3.7067 -3.3207
O -0.0784 -1.9329 -3.4601
F 1.8207 -1.8485 -4.9115
S -0.9420 -4.4764 -4.8682
O -2.1447 -3.7932 -4.3800
O -0.4703 -5.6686 -4.2356
F -1.4985 -5.0587 -6.2329
N -2.2993 -1.1271 0.0787
S -3.3248 -1.4848 1.0585
O -4.1494 -2.6873 0.9513
O -3.7782 -0.3423 1.9204
F -2.2014 -2.1124 2.0756
S -3.4616 -0.8912 -1.1732
O -4.4206 0.1938 -0.9906
O -3.8323 -2.1216 -1.8845
F -2.3890 -0.1985 -2.1455
N -0.9674 2.6953 0.3139
S -1.2973 3.4442 -0.9607
O -1.3002 4.9246 -0.8808
O -2.1810 2.7524 -1.9394
F 0.2204 3.2329 -1.4542
S -2.4472 3.0401 1.0173
O -3.6127 2.3274 0.5396
O -2.6909 4.4173 1.4274
F -2.1028 2.2200 2.3330
N 2.1713 2.2941 3.0251
S 1.1610 1.5444 3.9419
O 0.1330 2.3174 4.5993
O 1.5908 0.2275 4.3407
F 0.2913 1.1568 2.6529
S 3.0864 2.6749 4.4235
O 3.9694 1.6540 4.9604
O 2.6014 3.6674 5.3380
F 4.1218 3.5559 3.6477
N 1.6051 -0.8311 -0.0410
S 2.3008 -1.2933 1.1968
O 3.2222 -0.3848 1.9742
O 2.5345 -2.7183 1.1492
F 0.9078 -1.2723 2.0465
S 3.1397 -0.6069 -0.8136
O 3.9160 -1.8302 -0.9879
O 3.7509 0.7090 -0.5710
F 2.4323 -0.4275 -2.2628
*
```

E_LUMO = -1.37 eV
Total energy = -201589.837 eV
M = 992.6 Da
HOMO = -7.5 eV